30
Properties=species:S:1:pos:R:3 method="wB97M-V/def2-TZVPD" lumo_energy_ev="-2.6987 / -5.9298" energy_ha=-517.5555 spin_multiplicity=3 total_charge=+1 de_lowest_kj_mol=82.94 s_squared=2.007 homo_energy_ev="-8.801 / -13.713" orbital_gap_ha="0.224 / 0.286"
C -1.54 -1.07 0.33
C -2.06 1.10 0.03
C -1.58 -2.40 0.32
C -0.29 -0.16 0.90
C 3.98 -0.37 -0.89
C -3.67 -0.54 -0.95
C 1.08 -0.19 0.25
C 3.44 0.73 0.00
C 2.32 0.47 0.93
N -2.51 -0.16 -0.22
N -0.90 1.15 0.70
N -2.79 2.22 -0.12
H -2.42 -2.97 -0.02
H -1.01 -3.07 0.86
H -0.53 -0.31 2.03
H 4.47 -1.25 -0.40
H 4.54 -0.12 -1.74
H 2.98 -0.82 -1.36
H -4.10 -1.42 -0.34
H -4.35 0.34 -1.03
H -3.37 -0.91 -1.95
H 1.30 -1.16 0.32
H 1.06 0.01 -0.78
H 3.14 1.56 -0.69
H 4.26 1.06 0.58
H 2.66 -0.25 1.70
H 2.08 1.29 1.57
H -0.25 1.92 0.76
H -3.41 2.25 -1.00
H -2.51 3.09 0.23


33
Properties=species:S:1:pos:R:3 method="wB97M-V/def2-TZVPD" lumo_energy_ev=-3.2096 energy_ha=-1107.2234 total_charge=+1 de_lowest_kj_mol=1.79 homo_energy_ev=-13.551 orbital_gap_ha=0.380
C 2.36 1.18 0.17
C 2.61 2.37 0.21
C -1.35 -0.71 -2.14
C -2.61 -1.49 1.50
C -0.83 2.24 0.68
C 4.62 -1.89 0.07
C -1.03 0.16 -1.02
C -1.26 -1.44 0.81
C -0.68 0.85 1.22
N -0.95 -0.15 0.20
O 2.44 3.68 0.10
O 1.68 -1.16 1.14
O 2.10 -0.91 -1.24
O 3.97 -0.77 0.42
S 2.38 -0.58 0.11
H -1.62 -0.30 -3.06
H -0.32 -1.11 -2.37
H -1.90 -1.64 -2.07
H -3.18 -0.73 1.10
H -3.09 -2.45 1.40
H -2.44 -1.18 2.52
H -0.57 2.94 1.46
H -0.03 2.45 -0.12
H -1.75 2.53 0.37
H 4.36 -2.27 -0.93
H 4.54 -2.68 0.84
H 5.70 -1.56 0.11
H -0.64 1.18 -1.20
H 3.30 4.16 0.20
H -1.25 -2.22 -0.02
H -0.42 -1.55 1.54
H -1.26 0.63 2.12
H 0.32 0.72 1.61


30
Properties=species:S:1:pos:R:3 method="wB97M-V/def2-TZVPD" lumo_energy_ev="-0.0106 / -0.0758" energy_ha=-1007.8116 total_charge=0 de_lowest_kj_mol=282.43 homo_energy_ev="-6.996 / -7.514" orbital_gap_ha="0.257 / 0.273"
C -1.99 -0.33 1.17
C 0.31 1.07 -0.18
C -0.87 1.96 0.07
C 0.25 2.16 -0.85
C 0.42 2.84 -2.11
C -1.07 -3.31 0.13
C -3.45 -0.20 0.86
C 2.56 0.34 1.70
C 2.76 -0.96 -1.21
O 0.81 -1.62 0.47
Si -0.78 -1.83 1.07
Si 1.63 -0.26 0.11
H -1.62 0.16 2.01
H -1.80 1.42 -0.06
H -0.88 2.56 1.01
H 1.43 3.35 -2.20
H -0.31 3.61 -2.30
H 0.06 2.16 -3.08
H -0.21 -3.92 0.04
H -1.95 -3.80 0.54
H -1.27 -2.95 -0.83
H -4.24 -0.74 1.45
H -3.57 0.92 0.95
H -3.70 -0.64 -0.14
H 3.44 0.99 1.54
H 1.89 0.90 2.32
H 3.03 -0.62 2.08
H 3.77 -0.51 -1.25
H 2.99 -1.94 -1.08
H 2.34 -0.79 -2.22


29
Properties=species:S:1:pos:R:3 method="wB97M-V/def2-TZVPD" lumo_energy_ev=0.6748 energy_ha=-379.0774 total_charge=0 smiles="CB(C)C(=C(C)C)C(C)C" de_lowest_kj_mol=10.31 homo_energy_ev=-7.714 orbital_gap_ha=0.308
B -1.66 -0.20 0.15
C -0.15 -0.03 0.07
C 0.43 1.21 -0.48
C -2.44 -0.17 1.47
C -2.22 -0.92 -1.26
C 1.86 1.60 -0.54
C -0.57 2.23 -1.06
C 1.47 -1.94 -0.40
C 1.88 -0.57 1.48
C 0.77 -1.08 0.63
H -3.01 -1.06 1.56
H -3.24 0.64 1.60
H -1.92 -0.04 2.42
H -1.76 -0.58 -2.15
H -3.26 -0.63 -1.37
H -2.25 -2.07 -1.25
H 2.52 0.84 -0.18
H 2.09 1.98 -1.49
H 1.79 2.37 0.23
H -0.46 3.20 -0.48
H -1.57 1.88 -0.99
H -0.22 2.49 -2.07
H 1.47 -1.38 -1.33
H 1.02 -2.87 -0.76
H 2.43 -2.15 0.06
H 2.03 -1.26 2.31
H 1.56 0.46 1.93
H 2.80 -0.41 1.03
H 0.22 -1.64 1.34


38
Properties=species:S:1:pos:R:3 method="wB97M-V/def2-TZVPD" lumo_energy_ev=-5.1738 energy_ha=-953.4123 total_charge=+1 homo_energy_ev=-12.500 orbital_gap_ha=0.269
C -3.76 2.47 -0.36
C -2.24 2.74 -1.01
O -1.38 3.47 -0.29
O -2.02 2.19 -2.35
C -0.60 2.19 -2.73
C -0.40 0.84 -3.70
C 0.10 -0.38 -2.71
N -0.65 -0.42 -1.37
C 0.24 -1.16 -0.36
N 0.18 -2.68 -0.40
N 1.06 -0.50 0.57
N 1.00 0.91 0.53
C 2.18 1.45 1.02
O 3.11 1.98 1.87
B 1.97 -1.25 1.55
O 3.38 -1.53 1.12
N 1.54 -1.75 2.92
C 1.32 -0.63 3.91
C 0.39 -2.73 2.86
H -4.50 2.63 -1.28
H -3.88 1.39 0.07
H -3.92 3.33 0.42
H 0.15 2.05 -1.85
H -0.38 3.13 -3.39
H -1.41 0.59 -4.28
H 0.44 1.11 -4.49
H 1.26 -0.28 -2.53
H -0.09 -1.39 -3.31
H -1.54 -0.96 -1.54
H -0.72 -2.90 -0.88
H 1.01 -3.08 -0.90
H 3.94 -0.85 1.63
H 1.19 0.43 3.42
H 0.36 -0.80 4.61
H 2.28 -0.59 4.61
H -0.59 -2.22 2.46
H 0.76 -3.64 2.18
H 0.24 -3.16 3.95


31
Properties=species:S:1:pos:R:3 method="wB97M-V/def2-TZVPD" lumo_energy_ev=0.6858 energy_ha=-5843.6124 total_charge=0 de_lowest_kj_mol=26.17 homo_energy_ev=-8.494 orbital_gap_ha=0.337
C 0.46 1.51 2.16
C 0.44 1.89 -0.26
C 1.22 -2.63 0.82
C 1.14 -1.27 -1.25
C -1.97 -0.13 -1.81
C -2.95 0.85 0.41
C 0.63 0.84 0.82
C 0.33 -1.87 -0.15
C -2.12 -0.37 -0.25
P -0.55 -0.54 0.90
Br -4.89 0.95 -0.03
Br -2.98 -2.07 0.09
H -0.27 2.40 2.32
H 0.18 0.79 2.92
H 1.28 1.97 2.56
H -0.15 1.38 -1.03
H 1.34 2.06 -0.69
H 0.00 2.77 0.24
H 2.09 -2.07 1.13
H 0.73 -3.11 1.63
H 1.50 -3.51 0.32
H 2.04 -0.92 -0.94
H 0.70 -0.45 -1.74
H 1.24 -2.01 -1.98
H -1.54 -0.94 -2.39
H -3.03 0.01 -2.13
H -1.36 0.69 -2.09
H -2.97 0.57 1.43
H -2.38 1.86 0.26
H 1.64 0.49 0.71
H -0.49 -2.43 -0.66


36
Properties=species:S:1:pos:R:3 method="wB97M-V/def2-TZVPD" lumo_energy_ev="-7.6969 / -7.8235" energy_ha=-2583.0119 spin_multiplicity=2 total_charge=+2 de_lowest_kj_mol=0.00 s_squared=0.758 homo_energy_ev="-15.067 / -16.175" orbital_gap_ha="0.271 / 0.307"
C 5.47 0.51 -2.62
C 4.46 1.50 -2.25
H 6.31 0.99 -3.13
H 4.97 -0.22 -3.26
H 5.81 0.04 -1.69
O 4.06 2.57 -2.59
I 3.30 0.44 -0.18
Ti 0.91 -0.40 0.27
P -0.74 0.04 -1.44
C -1.98 1.34 -1.67
C 0.24 0.08 -2.98
H -1.28 -2.30 -1.20
H -2.03 -1.62 -2.66
H -2.73 -1.27 -1.03
C -1.81 -1.43 -1.60
H 1.11 -0.60 -2.91
H -0.40 -0.30 -3.78
H -2.36 1.28 -2.69
H -1.57 2.35 -1.50
H 0.60 1.09 -3.21
H -2.83 1.18 -0.99
C 0.71 1.86 0.08
O 0.88 3.00 0.04
Cl 1.23 -2.65 0.07
C -2.56 -1.53 2.79
N -1.67 -0.60 3.50
C -2.00 -0.34 4.88
C -0.77 0.17 2.90
O -0.21 -0.16 1.82
H -3.27 -1.91 3.54
H -1.99 -2.37 2.37
H -3.11 -1.04 1.98
H -1.13 -0.53 5.53
H -2.30 0.71 5.03
H -2.82 -1.00 5.17
H -0.49 1.11 3.42


43
Properties=species:S:1:pos:R:3 method="wB97M-V/def2-TZVPD" lumo_energy_ev="-8.2536 / -10.8415" energy_ha=-3834.2352 spin_multiplicity=4 total_charge=+2 s_squared=3.950 homo_energy_ev="-14.164 / -14.345" orbital_gap_ha="0.217 / 0.129"
V -2.21 -1.86 -1.42
Cu 2.59 1.23 -0.67
N -1.36 -4.41 -3.17
O -1.72 -5.59 -3.25
O -0.37 -3.96 -3.73
O -2.04 -3.67 -2.50
C 0.22 -1.01 -0.70
O 1.34 -0.45 -0.64
O -0.82 -0.43 -0.51
O -0.09 -2.02 -1.33
C 1.77 2.06 3.69
C 1.22 1.67 2.36
O 1.90 1.81 1.34
N 0.07 1.06 2.19
C -0.90 0.69 3.27
H 2.66 2.69 3.65
H 2.10 1.07 4.00
H 1.04 2.36 4.45
H -0.23 0.77 1.27
H -1.80 1.17 2.87
H -0.82 1.27 4.19
H -1.05 -0.39 3.37
C -3.13 2.00 0.21
C -3.64 1.10 -0.90
O -3.44 -0.14 -0.96
N -4.39 1.70 -1.77
C -5.22 1.01 -2.94
H -2.06 1.88 0.35
H -3.65 1.81 1.15
H -3.33 3.00 -0.16
H -4.49 2.70 -1.75
H -6.13 0.56 -2.56
H -4.56 0.32 -3.46
H -5.46 1.69 -3.77
O 4.40 0.13 0.15
C 4.92 -0.92 -0.13
N 4.19 -1.96 -0.42
C 6.43 -1.00 -0.21
H 4.52 -2.91 -0.52
H 3.18 -1.89 -0.45
H 6.82 -1.89 -0.71
H 6.73 -1.12 0.83
H 6.81 -0.11 -0.71


38
Properties=species:S:1:pos:R:3 method="wB97M-V/def2-TZVPD" lumo_energy_ev=0.0483 energy_ha=-1377.0426 total_charge=0 smiles="CCOCCOCN(CCF)C(=O)OCP(=O)(O)O" de_lowest_kj_mol=65.30 homo_energy_ev=-9.474 orbital_gap_ha=0.350
C 5.93 -0.41 0.07
C 4.96 0.73 0.43
O 3.70 0.53 -0.19
C 2.56 0.64 0.63
C 1.50 1.52 -0.01
O 1.13 1.11 -1.32
C 0.51 -0.13 -1.41
N -0.64 -0.28 -0.51
C -1.28 -1.60 -0.68
C -0.52 -2.71 0.04
F 0.29 -3.41 -0.85
C -1.59 0.74 -0.69
O -1.71 1.48 -1.62
O -2.40 0.79 0.40
C -3.69 1.33 0.18
P -4.88 0.28 1.07
O -4.33 -0.45 2.22
O -6.05 1.34 1.39
O -5.52 -0.71 -0.02
H 6.86 -0.02 -0.33
H 6.15 -1.02 0.94
H 5.45 -1.06 -0.67
H 4.86 0.79 1.52
H 5.37 1.69 0.09
H 2.79 1.07 1.62
H 2.15 -0.36 0.82
H 0.64 1.58 0.67
H 1.90 2.54 -0.13
H 1.20 -0.95 -1.17
H 0.19 -0.25 -2.46
H -2.28 -1.55 -0.26
H -1.38 -1.84 -1.74
H -1.21 -3.42 0.49
H 0.11 -2.28 0.82
H -3.95 1.34 -0.88
H -3.77 2.34 0.58
H -6.88 0.88 1.58
H -6.18 -0.28 -0.59


31
Properties=species:S:1:pos:R:3 method="wB97M-V/def2-TZVPD" lumo_energy_ev=-16.6349 energy_ha=-673.0530 total_charge=+3 de_lowest_kj_mol=129.80 homo_energy_ev=-22.450 orbital_gap_ha=0.214
In -1.61 -4.13 -1.34
C -0.43 0.98 2.09
C -1.01 0.44 0.71
C -1.04 1.54 -0.36
C 0.14 1.83 -1.30
C 0.71 0.46 -1.74
C 0.97 -0.54 -0.49
N -0.27 -0.69 0.19
O -0.64 -1.91 0.63
C 1.54 -1.83 -1.15
C 2.19 -0.13 0.41
C -2.51 -0.01 0.91
H 0.13 1.91 2.08
H -0.02 0.16 2.67
H -1.18 1.38 2.77
H -1.93 1.47 -0.98
H -1.08 2.44 0.26
H 0.94 2.46 -0.92
H -0.23 2.36 -2.18
H 1.63 0.72 -2.26
H -0.02 -0.10 -2.32
H 2.20 -1.76 -2.02
H 2.03 -2.59 -0.54
H 0.79 -2.47 -1.62
H 2.09 0.86 0.86
H 2.44 -0.58 1.37
H 3.07 -0.03 -0.23
H -3.12 0.75 1.39
H -2.67 -0.75 1.70
H -3.03 -0.32 0.00
H -0.09 -1.93 1.42


30
Properties=species:S:1:pos:R:3 method="wB97M-V/def2-TZVPD" lumo_energy_ev=-5.1811 energy_ha=-463.4640 total_charge=+1 de_lowest_kj_mol=419.75 homo_energy_ev=-12.300 orbital_gap_ha=0.262
C -4.14 1.86 -0.13
C -3.20 -0.46 0.00
C 1.69 -1.72 1.44
C 0.28 -2.02 -0.58
C 2.64 0.51 -0.35
C 0.20 0.55 -1.45
C 0.50 1.06 1.00
C 1.01 -1.16 0.23
C 1.06 0.23 -0.14
N -3.47 0.71 -0.07
N -2.91 -1.64 0.04
H -5.13 1.76 -0.52
H -3.61 2.61 -0.76
H 2.06 -2.77 1.26
H 0.91 -1.91 2.15
H 2.51 -1.14 1.75
H 0.31 -3.16 -0.33
H 0.66 -1.85 -1.63
H -4.38 2.28 0.86
H 2.79 0.05 -1.32
H 2.79 1.59 -0.52
H 3.35 0.21 0.42
H 0.34 1.69 -1.56
H -0.87 0.33 -1.31
H 0.65 0.04 -2.31
H 0.39 2.11 0.77
H -0.45 0.72 1.17
H 1.00 0.76 1.95
H -3.17 -2.31 0.80
H -0.85 -1.73 -0.88


33
Properties=species:S:1:pos:R:3 method="wB97M-V/def2-TZVPD" lumo_energy_ev=0.4887 energy_ha=-991.8601 total_charge=0 smiles="NCCCC[C@@H](N)C(=O)N1CCSC1" de_lowest_kj_mol=248.88 homo_energy_ev=-9.264 orbital_gap_ha=0.358
C -4.57 -0.88 0.30
C -3.17 -0.35 -0.03
C -2.70 0.67 1.13
C -1.19 0.79 1.12
C -0.58 0.95 -0.30
C 0.85 1.31 -0.18
C 1.53 -1.16 -0.23
C 2.85 -2.01 -0.49
C 3.32 0.50 -0.25
H -4.47 -2.72 -0.39
H -4.89 -1.85 -1.61
H -5.38 -0.03 0.18
H -4.39 -1.41 1.25
H -2.61 -1.27 0.03
H -2.95 0.03 -1.02
H -3.25 1.65 0.92
H -3.08 0.23 2.10
H -0.98 1.67 1.62
H -0.85 -0.20 1.53
H -0.56 0.24 -1.10
H -1.07 2.84 -0.22
H -0.34 2.47 -1.80
H 0.75 -1.44 -0.82
H 1.45 -1.50 0.81
H 2.74 -3.01 -0.02
H 3.08 -2.07 -1.67
H 3.85 1.47 0.46
H 3.67 0.66 -1.36
N -5.20 -1.91 -0.64
N -1.19 2.03 -1.02
N 1.81 0.23 -0.21
O 1.08 2.48 -0.07
S 4.04 -1.06 0.52


30
Properties=species:S:1:pos:R:3 method="wB97M-V/def2-TZVPD" lumo_energy_ev=0.7978 energy_ha=-484.2494 total_charge=0 smiles="COC(C)(C)C.C1=CCNC1" de_lowest_kj_mol=242.78 homo_energy_ev=-8.782 orbital_gap_ha=0.352
C 1.24 -2.51 0.34
C -0.47 -1.20 1.44
C -1.28 -2.41 1.90
C -0.47 -0.13 2.54
C -1.04 -0.62 0.15
C 1.43 1.85 -2.08
C -0.92 2.02 -1.95
C -0.34 1.97 -0.56
C 1.00 1.87 -0.63
H 0.78 -3.48 0.56
H 2.33 -2.62 0.37
H 0.95 -2.20 -0.69
H -0.82 -2.87 2.77
H -1.36 -3.17 1.11
H -2.30 -2.11 2.15
H -0.03 -0.54 3.45
H -1.48 0.21 2.75
H 0.14 0.72 2.23
H -1.11 -1.37 -0.63
H -0.42 0.15 -0.21
H -2.05 -0.23 0.32
H 1.92 2.81 -2.35
H 2.14 1.06 -2.31
H 0.11 0.69 -3.09
H -1.77 1.33 -2.09
H -1.30 3.03 -2.17
H -0.92 2.06 0.35
H 1.69 1.87 0.21
N 0.19 1.68 -2.85
O 0.91 -1.53 1.30


30
Properties=species:S:1:pos:R:3 method="wB97M-V/def2-TZVPD" lumo_energy_ev=1.0438 energy_ha=-484.2532 total_charge=0 smiles="C=CCOCCN(CC)CC" de_lowest_kj_mol=232.88 homo_energy_ev=-7.868 orbital_gap_ha=0.327
C -1.67 -2.93 0.48
C -2.19 -1.75 0.76
C -1.77 -0.90 1.93
O -0.85 0.13 1.61
C -1.32 1.14 0.75
C -0.98 0.93 -0.74
N 0.40 0.76 -1.10
C 1.28 1.87 -0.78
C 1.99 1.82 0.58
H 1.30 1.55 1.38
H 2.42 2.79 0.80
H 2.80 1.09 0.57
H 2.04 1.92 -1.57
H 0.68 2.78 -0.84
C 0.95 -0.56 -0.84
C 2.14 -0.86 -1.74
H 3.00 -0.25 -1.48
H 1.88 -0.66 -2.78
H 2.42 -1.91 -1.65
H 1.23 -0.71 0.21
H 0.16 -1.29 -1.06
H -1.36 1.82 -1.27
H -1.53 0.06 -1.11
H -2.41 1.26 0.86
H -0.85 2.07 1.10
H -1.24 -1.52 2.66
H -2.66 -0.46 2.40
H -2.96 -1.33 0.13
H -1.99 -3.51 -0.37
H -0.91 -3.37 1.10


32
Properties=species:S:1:pos:R:3 method="wB97M-V/def2-TZVPD" lumo_energy_ev=-3.9136 energy_ha=-805.4177 total_charge=+1 de_lowest_kj_mol=282.92 homo_energy_ev=-12.650 orbital_gap_ha=0.321
C 2.69 -0.76 0.74
C 2.08 -0.36 -0.59
C 2.57 -1.96 1.30
C 1.16 -1.10 -1.17
C 2.77 0.71 -1.30
C -1.08 2.05 -0.47
C 0.44 2.03 1.43
C -3.24 -0.38 -0.09
C -2.08 -2.45 0.48
N -0.54 1.28 0.62
N -1.91 -0.97 0.30
P -0.50 -0.37 0.83
H 3.10 0.09 1.30
H 2.40 -2.77 0.71
H 3.05 -2.26 2.33
H 0.90 -1.16 -2.18
H 1.18 -2.05 -0.68
H 2.31 1.69 -1.08
H 2.84 0.48 -2.32
H 3.90 0.75 -1.01
H -1.59 1.44 -1.15
H -1.76 2.85 -0.17
H -0.32 2.73 -1.03
H 0.06 2.95 1.64
H 0.79 1.59 2.27
H 1.33 2.11 0.72
H -3.28 0.75 0.05
H -3.46 -0.75 -1.09
H -4.11 -0.87 0.48
H -1.23 -2.90 1.00
H -2.92 -2.54 1.18
H -2.53 -3.04 -0.51